{
  "formula": "C4H7Cl",
  "method": "ωB97M-V/def2-TZVPD",
  "species": ["Cl", "C", "C", "C", "C", "H", "H", "H", "H", "H", "H", "H"],
  "coordinates": [[0.63761, -0.99957, -2.23183], [0.62147, -0.01730, -0.79838], [0.84565, -0.31739, 0.69596], [-0.82204, -0.24294, 0.82912], [-0.85636, 0.53791, -0.47948], [1.41231, 0.68941, -0.82826], [1.34064, 0.42833, 1.26113], [1.34943, -1.22572, 1.00515], [-1.61848, -0.97555, 0.85715], [-1.02985, 0.27316, 1.71022], [-1.19726, 0.14610, -1.42522], [-0.68313, 1.70358, -0.59557]],
  "atomic_forces_ev_per_a": [[0.5, -1.0, 0.1], [0.6, 2.5, 2.0], [-3.8, -4.4, -0.2], [1.4, 0.8, 0.0], [3.9, 1.9, -2.3], [0.4, 1.2, -1.9], [0.0, 1.4, 0.1], [-0.1, -0.5, -0.2], [0.8, -1.3, -0.3], [-0.5, 1.5, 1.3], [-2.2, 0.1, 0.5], [-1.1, -2.2, 0.9]],
  "homo_lumo_gap_ha": 0.401,
  "relative_energy_kj_mol": 225.7,
  "lumo_energy_ev": 1.02,
  "smiles": "ClC1CCC1",
  "mol_weight_g_mol": 90.55
}